A 8-piece molecular cluster, C29H40BF7NO26 overall. Source: the Open Molecules 2025 dataset; level of theory: ωB97M-V/def2-TZVPD.

```
104
Properties=species:S:1:pos:R:3:forces:R:3
N 0.156 0.076 0.774 -0.1 -0.8 0.1
C -0.354 -0.725 -0.369 -0.1 0.9 0.6
C -1.151 0.087 -1.378 0.6 0.2 -0.8
O -0.399 1.303 -1.681 -0.4 0.1 0.2
C -1.479 -0.676 -2.666 -0.4 -0.2 0.9
B -1.823 -2.292 -2.540 0.3 -0.2 -0.3
C -0.507 -3.297 -2.484 -0.9 0.1 -0.1
C 0.467 -3.055 -3.609 0.4 0.0 0.3
C 1.635 -4.058 -3.675 0.4 0.3 -0.4
C 2.155 -4.345 -2.312 -0.5 -1.6 0.9
O 2.002 -5.386 -1.700 0.6 1.5 -0.9
O 2.844 -3.288 -1.737 0.0 -0.3 0.3
C -2.900 -2.621 -1.321 -0.1 -0.3 -0.2
O -2.367 -3.553 -0.355 0.4 0.3 0.1
O -3.070 -3.406 0.900 -0.4 -0.2 -0.1
H -0.408 0.905 0.882 0.0 0.3 -0.1
H 1.101 0.366 0.573 -0.5 0.3 0.0
H 0.505 -1.144 -0.884 0.1 -0.3 -0.1
H -0.974 -1.512 0.035 0.0 -0.5 -0.2
H -2.065 0.477 -0.941 -0.1 -0.1 0.3
H 0.476 1.018 -1.954 0.2 0.0 -0.1
H -0.692 -0.440 -3.381 0.2 -0.2 -0.2
H -2.380 -0.208 -3.063 0.0 0.2 -0.3
H -2.390 -2.605 -3.586 0.0 0.1 -0.1
H -0.019 -3.297 -1.505 0.2 0.0 0.1
H -0.908 -4.305 -2.610 0.0 -0.3 0.1
H -0.048 -3.070 -4.563 -0.2 0.1 -0.2
H 0.911 -2.065 -3.506 0.0 0.3 -0.1
H 1.394 -4.980 -4.185 -0.3 -0.3 0.1
H 2.438 -3.583 -4.240 0.2 0.0 -0.1
H 2.205 -2.594 -1.530 -0.1 0.2 -0.2
H -3.245 -1.735 -0.793 0.1 0.2 0.2
H -3.780 -3.104 -1.746 -0.3 0.0 0.0
H -2.388 -3.021 1.461 0.2 0.1 -0.1
C 4.186 -1.714 0.321 -0.1 -0.1 0.1
C 4.665 -0.860 1.473 0.3 0.1 -0.2
O 4.377 0.455 1.026 -0.2 0.0 0.2
C 3.324 0.376 0.167 0.5 -0.3 0.0
O 2.677 1.299 -0.195 0.1 0.3 -0.2
O 3.113 -0.908 -0.195 0.1 0.0 0.0
F 6.004 -0.969 1.685 -0.1 0.0 -0.1
H 4.948 -1.837 -0.448 0.1 0.1 0.1
H 3.822 -2.691 0.620 -0.2 0.1 -0.1
H 4.147 -1.039 2.409 0.1 0.0 0.2
C -0.933 4.491 -1.163 0.2 -0.4 -0.1
C -2.241 5.005 -1.697 -0.2 0.0 0.2
O -2.146 6.410 -1.463 0.2 0.0 -0.2
C -0.826 6.725 -1.466 -0.1 -0.2 0.1
O -0.402 7.836 -1.536 0.0 0.1 0.1
O -0.064 5.619 -1.394 -0.2 0.0 0.0
F -3.306 4.519 -1.008 0.0 0.1 0.0
H -0.987 4.291 -0.092 -0.1 0.0 0.0
H -0.596 3.596 -1.682 0.2 0.1 0.0
H -2.396 4.822 -2.758 -0.1 0.0 0.0
C -6.002 0.948 -3.204 -0.1 0.0 -0.1
C -5.407 1.017 -1.814 0.1 -0.2 0.0
O -4.086 1.445 -2.077 -0.2 0.4 0.1
C -4.096 2.155 -3.235 0.0 -0.3 0.1
O -3.210 2.842 -3.610 0.1 0.2 -0.2
O -5.267 1.966 -3.892 0.0 0.0 0.1
F -5.382 -0.189 -1.204 0.0 0.1 -0.1
H -5.808 -0.021 -3.665 0.1 -0.1 0.1
H -7.067 1.161 -3.231 0.0 0.2 -0.1
H -5.890 1.737 -1.150 0.0 -0.1 0.1
C 2.459 1.907 4.688 0.0 0.1 0.0
C 2.019 0.478 4.465 0.1 0.0 -0.2
O 2.789 -0.229 5.427 -0.2 0.0 0.2
C 3.059 0.630 6.451 0.0 0.1 -0.2
O 3.471 0.299 7.511 0.1 0.0 0.1
O 2.785 1.899 6.086 0.0 0.0 -0.1
F 2.340 0.036 3.226 0.0 0.0 0.2
H 3.351 2.141 4.106 0.0 -0.1 -0.1
H 1.684 2.638 4.476 0.0 0.0 0.2
H 0.960 0.292 4.644 0.0 -0.1 -0.1
C 2.955 -2.853 8.265 -0.1 0.0 -0.2
C 3.891 -3.730 9.063 0.0 0.2 0.1
O 3.312 -3.698 10.355 -0.1 -0.2 -0.1
C 1.973 -3.473 10.206 0.1 0.1 -0.1
O 1.166 -3.628 11.056 -0.1 0.0 0.1
O 1.707 -3.064 8.945 0.1 0.0 0.0
F 5.149 -3.227 9.124 0.0 0.0 0.1
H 3.230 -1.801 8.328 0.1 0.0 0.1
H 2.877 -3.142 7.221 -0.2 -0.1 0.0
H 3.946 -4.766 8.724 0.1 0.0 0.0
C -5.104 -5.810 -3.168 0.0 0.2 0.4
C -4.685 -7.093 -3.844 -0.1 0.1 -0.2
O -4.076 -6.626 -5.025 0.2 -0.1 0.2
C -3.581 -5.365 -4.771 -0.2 0.1 0.2
O -2.809 -4.810 -5.466 0.0 0.0 -0.2
O -4.111 -4.891 -3.616 0.0 -0.2 -0.3
F -5.750 -7.882 -4.165 0.0 0.1 0.0
H -6.088 -5.485 -3.511 0.0 -0.1 -0.1
H -5.100 -5.870 -2.083 0.2 0.1 0.0
H -3.968 -7.689 -3.278 -0.1 -0.1 0.0
C 2.218 9.354 -1.461 -0.1 0.1 -0.1
C 2.777 9.323 -0.057 0.1 -0.2 -0.1
O 4.133 9.689 -0.257 -0.2 0.2 0.1
C 4.194 10.457 -1.383 -0.1 -0.1 0.0
O 5.124 11.121 -1.695 0.1 0.0 0.0
O 3.039 10.363 -2.076 0.0 -0.1 0.1
F 2.726 8.090 0.501 0.1 0.0 0.0
H 2.364 8.402 -1.967 0.0 -0.1 0.1
H 1.170 9.623 -1.505 0.0 0.1 -0.1
H 2.315 10.036 0.629 0.0 -0.1 0.1
```
Forces are in eV/Å.

Results
**Charge**: -1
**Energy**: -105145.4693 eV
**Orbital gap**: 7.23 eV
**LUMO**: 1.74 eV

=====

C29H40BrCoN4OSSi as an isolated structure. Source: the Open Molecules 2025 dataset; level of theory: ωB97M-V/def2-TZVPD.

```
78
Properties=species:S:1:pos:R:3:forces:R:3
Co 1.094 -1.897 -0.836 0.4 -0.4 0.0
O 0.505 -3.611 -1.710 0.0 0.1 0.1
N 1.436 -4.278 -2.377 0.0 0.0 0.0
C 1.042 -5.441 -2.946 0.0 0.0 0.0
C 1.901 -6.218 -3.670 0.0 0.0 0.0
C 3.224 -5.783 -3.818 0.0 0.0 0.0
C 3.607 -4.606 -3.237 0.0 0.0 0.0
C 2.712 -3.811 -2.491 0.0 0.0 0.0
S 3.178 -2.332 -1.768 -0.1 0.0 0.1
H 0.003 -5.672 -2.767 0.0 0.0 0.0
H 1.545 -7.138 -4.107 0.0 0.0 0.0
H 3.936 -6.368 -4.384 0.0 0.0 0.0
H 4.618 -4.236 -3.330 0.0 0.0 0.0
N 2.261 -2.175 6.194 -0.1 0.0 0.0
C 1.908 -1.989 7.514 0.0 0.0 0.0
C 2.559 -2.267 8.711 0.0 0.0 0.0
C 1.887 -1.936 9.870 0.0 0.0 0.0
C 0.611 -1.351 9.841 0.0 0.0 0.0
C -0.028 -1.078 8.650 0.0 0.0 0.0
C 0.634 -1.405 7.467 0.0 0.0 0.0
N 0.233 -1.245 6.153 0.0 0.0 0.0
C 1.217 -1.711 5.434 0.0 0.0 0.0
C 1.220 -1.740 3.968 0.0 0.0 0.0
C 2.289 -2.228 3.222 -0.1 0.0 0.0
C 2.213 -2.218 1.842 0.0 0.0 0.0
N 1.148 -1.759 1.177 -0.1 0.1 0.0
C 0.121 -1.288 1.898 0.0 0.0 0.0
C 0.112 -1.259 3.276 0.1 0.0 0.0
H 3.117 -2.575 5.856 0.0 0.0 0.0
H 3.542 -2.718 8.738 0.0 0.0 0.0
H 2.353 -2.134 10.826 0.0 0.0 0.0
H 0.124 -1.110 10.776 0.0 0.0 0.0
H -1.010 -0.628 8.620 0.0 0.0 0.0
H 3.188 -2.615 3.682 0.0 0.0 0.0
H 3.022 -2.588 1.225 0.0 0.0 0.0
H -0.724 -0.916 1.331 0.0 0.0 0.0
H -0.738 -0.872 3.819 0.0 0.0 0.0
C -3.560 0.556 -1.611 0.0 0.0 0.0
C -3.007 1.494 -2.696 0.0 0.0 0.0
C -3.077 0.710 -4.016 0.0 0.0 0.0
C -3.945 2.707 -2.813 0.0 0.0 0.0
Si -1.214 2.065 -2.328 0.0 0.0 0.0
Br -0.150 0.170 -1.609 -0.2 0.3 -0.1
C -0.223 2.592 -3.884 0.0 0.0 0.0
C 1.121 3.224 -3.491 0.0 0.0 0.0
C 0.114 1.406 -4.803 0.0 0.0 0.0
C -1.016 3.625 -4.702 0.0 0.0 0.0
C -1.074 3.296 -0.863 0.0 0.0 0.0
C 0.330 3.295 -0.235 0.0 0.0 0.0
C -1.398 4.726 -1.324 0.0 0.0 0.0
C -2.048 2.927 0.267 0.0 0.0 0.0
H -4.588 0.290 -1.875 0.0 0.0 0.0
H -3.583 1.004 -0.620 0.0 0.0 0.0
H -2.985 -0.368 -1.553 0.0 0.0 0.0
H -4.096 0.336 -4.146 0.0 0.0 0.0
H -2.407 -0.151 -4.013 0.0 0.0 0.0
H -2.846 1.326 -4.885 0.0 0.0 0.0
H -4.938 2.360 -3.114 0.0 0.0 0.0
H -3.612 3.428 -3.562 0.0 0.0 0.0
H -4.061 3.234 -1.865 0.0 0.0 0.0
H 1.726 2.548 -2.883 0.0 0.0 0.0
H 1.006 4.166 -2.956 0.0 0.0 0.0
H 1.685 3.437 -4.404 0.0 0.0 0.0
H 0.760 0.681 -4.308 0.0 0.0 0.0
H 0.654 1.791 -5.673 0.0 0.0 0.0
H -0.763 0.879 -5.171 0.0 0.0 0.0
H -1.298 4.502 -4.118 0.0 0.0 0.0
H -1.923 3.201 -5.135 0.0 0.0 0.0
H -0.394 3.972 -5.532 0.0 0.0 0.0
H 1.117 3.571 -0.934 0.0 0.0 0.0
H 0.580 2.322 0.185 0.0 0.0 0.0
H 0.344 4.025 0.580 0.0 0.0 0.0
H -0.660 5.110 -2.029 0.0 0.0 0.0
H -1.391 5.390 -0.454 0.0 0.0 0.0
H -2.383 4.808 -1.787 0.0 0.0 0.0
H -1.890 1.906 0.621 0.0 0.0 0.0
H -3.093 3.036 -0.022 0.0 0.0 0.0
H -1.873 3.599 1.112 0.0 0.0 0.0
```
Forces are in eV/Å.

Results
**Spin multiplicity**: 3
**Expectation value of S²**: 2.02
**Energy**: -165114.3699 eV
**Orbital gap (spin up / spin down)**: 6.76 / 6.01 eV
**LUMO (spin up / spin down)**: -0.14 / -0.16 eV

=====

Which of these has the lowest energy? C29H40BrCoN4OSSi